Entry 1:
A single C3H5NO molecule. Source: OMol25; level of theory: ωB97M-V with the def2-TZVPD basis set.

Geometry as XYZ:
```
10
Properties=species:S:1:pos:R:3:forces:R:3
C 1.29089 -0.56708 -0.05131 -2.52 -1.87 0.60
O 0.92209 0.75883 -0.20252 -2.05 0.37 0.18
C -0.57785 0.93278 -0.08165 2.53 0.35 -0.30
C -1.18880 -0.37519 0.19165 -2.81 1.52 0.04
N -2.29975 -0.67750 0.35261 0.48 -1.22 0.15
H 1.90937 -0.78161 0.83473 -0.05 0.30 -0.42
H 1.64138 -1.05958 -0.97061 0.13 0.38 0.26
H 0.14030 -1.15632 0.19176 3.40 0.42 -0.44
H -1.00838 1.31960 -1.02025 0.47 -0.07 0.33
H -0.82925 1.60609 0.75559 0.41 -0.18 -0.40
```
Forces are in eV/Å.

Calculated values
- SMILES string: COCC#N
- Energy relative to the best compared isomer or geometry (same formula, charge and spin): 72.7 kcal per mole
- Net charge: 0
- HOMO: -10.581 eV

Atom charges from the Löwdin analysis, given in e for atoms 1 to 4: C -0.132; O -0.179; C -0.117; C -0.320

***

Entry 2:
C3H5NO as an isolated structure. Source: OMol25; level of theory: ωB97M-V with the def2-TZVPD basis set.

Geometry as XYZ:
```
10
Properties=species:S:1:pos:R:3:forces:R:3
C -0.76212 0.88730 0.18355 -0.19 0.60 1.58
O -0.85877 -0.02179 -0.92504 0.31 0.15 1.04
C 0.34985 -0.72679 -0.93191 0.45 -0.10 0.39
C 0.88359 -0.51590 0.45572 2.85 -2.59 0.62
N 1.38483 -0.55660 1.50561 0.75 -0.84 -0.94
H -1.73759 0.96908 0.63779 -0.41 0.32 -0.14
H -0.38458 1.85160 -0.18556 -0.10 -0.13 0.33
H 0.02419 0.43242 1.17971 -3.53 2.33 -3.10
H 1.07785 -0.34427 -1.66532 -0.16 -0.01 0.17
H 0.19622 -1.80116 -1.10925 0.02 0.28 0.05
```
Forces are in eV/Å.

Calculated values
- Energy relative to the best compared isomer or geometry (same formula, charge and spin): 83.7 kcal per mole
- Net charge: 0
- HOMO: -9.791 eV

Atom charges from the Löwdin analysis, given in e for atoms 1 to 4: C -0.122; O -0.155; C -0.177; C -0.277

***

Number 1: calculated total energy -6726.4204 eV, LUMO level 0.260 eV. Number 2: calculated total energy -6725.9430 eV, LUMO level 0.814 eV.